Formula: C2H5NO
Source: the OMol25 dataset
Level of theory: wB97M-V/def2-TZVPD

Computed properties:
Molecular weight (g/mol): 59.07
DFT total energy (eV): -5692.094
SMILES: CC#N.O
Energy above the lowest of the compared OMol25 structures with the same formula, charge and spin (kcal/mol): 26.2
Total charge: 0

Each line ends with the Löwdin charge.
Atoms and positions in Å:
C (-0.80635, -0.81851, 0.06615)  -0.08
C (-0.47010, -0.63359, -1.35311)  -0.28
N (-0.20832, -0.47780, -2.46785)  0.13
H (-0.42532, -1.77305, 0.46650)  0.09
H (-1.90891, -0.84670, 0.07904)  0.08
H (-0.46762, -0.00075, 0.72428)  0.06
O (1.65192, 1.58923, 0.50286)  -0.08
H (0.93399, 2.14855, 0.87699)  0.05
H (1.70071, 0.81262, 1.10514)  0.04

Forces on the atoms, in the same order (eV/Å):
-0.646 -0.170 0.017
0.724 0.263 -0.461
-0.335 -0.201 1.018
-0.119 0.389 -0.354
0.379 -0.060 0.361
-0.075 -0.276 -0.637
-0.756 -0.278 1.017
0.799 -0.547 -0.367
0.028 0.880 -0.594

Formula: CH15NO6
Source: the OMol25 dataset
Level of theory: wB97M-V/def2-TZVPD

Computed properties:
Molecular weight (g/mol): 137.13
DFT total energy (eV): -15055.676
SMILES: NCO.O.O.O.O.O
Energy above the lowest of the compared OMol25 structures with the same formula, charge and spin (kcal/mol): 21.9
Total charge: 0

Each line ends with the Löwdin charge.
Atoms and positions in Å:
N (0.18632, -2.13409, 0.86720)  0.03
C (0.90572, -1.03086, 1.42664)  -0.32
O (0.47529, 0.27135, 1.01558)  -0.11
H (-0.76215, -1.91610, 0.58602)  0.06
H (0.62246, -2.38995, -0.00662)  0.07
H (0.79188, -1.05866, 2.50564)  0.10
H (1.98103, -1.10869, 1.25773)  0.12
H (-0.26733, 0.19407, 0.38205)  0.04
O (2.50789, 2.89581, 2.45109)  -0.06
H (2.25966, 1.98944, 2.65866)  0.02
H (2.44144, 2.94585, 1.49100)  0.00
O (-4.25018, -2.49638, -0.61185)  -0.04
H (-4.84234, -2.91406, -0.01074)  0.02
H (-4.31308, -3.04193, -1.40106)  0.03
O (1.56743, 2.29998, -0.51851)  -0.06
H (2.50879, 2.09456, -0.54052)  0.07
H (1.17818, 1.54117, -0.02246)  0.02
O (-1.56413, 0.05555, -0.85920)  -0.07
H (-1.84581, -0.73392, -1.33472)  0.05
H (-0.99357, 0.52651, -1.50916)  0.01
O (0.36525, 0.94736, -2.57464)  -0.07
H (0.89671, 1.51223, -1.95719)  0.02
H (0.15054, 1.55076, -3.29495)  0.06

Forces on the atoms, in the same order (eV/Å):
0.451 -0.280 -0.910
-0.298 0.387 0.764
0.138 0.255 -0.432
-0.165 0.240 0.606
0.160 -0.230 -0.156
-0.189 0.108 0.290
-0.048 -0.252 -0.375
-0.166 -0.366 0.266
0.213 -0.074 -0.008
-0.110 0.040 0.000
-0.244 0.091 0.055
0.706 0.352 -0.822
-0.693 -0.393 0.887
0.052 0.040 -0.104
0.103 -0.312 0.000
0.055 0.030 -0.124
0.193 0.199 0.360
0.146 0.213 -0.234
-0.120 0.020 0.156
-0.174 -0.251 0.000
0.277 0.569 0.119
-0.234 -0.261 -0.289
-0.053 -0.128 -0.051

Formula: C4H12FO2S2Sn
Source: the OMol25 dataset
Level of theory: wB97M-V/def2-TZVPD

Computed properties:
Molecular weight (g/mol): 293.98
DFT total energy (eV): -38645.518
Energy above the lowest of the compared OMol25 structures with the same formula, charge and spin (kcal/mol): 0.0
Total charge: +1

Each line ends with the Löwdin charge.
Atoms and positions in Å:
Sn (-7.42628, -6.05988, 20.71907)  1.58
F (-8.10041, -3.37849, 21.76930)  -0.66
C (-6.28495, -6.78812, 15.68602)  -0.20
S (-7.81766, -7.08809, 16.72635)  0.82
O (-7.87459, -5.99453, 17.77738)  -0.69
C (-9.09961, -6.73742, 15.44806)  -0.21
H (-6.25336, -7.64649, 15.01497)  0.06
H (-5.52164, -6.68118, 16.45674)  0.05
H (-6.27675, -5.84518, 15.13930)  0.07
H (-8.95177, -5.71277, 15.10699)  0.06
H (-10.03010, -6.70462, 16.01482)  0.04
H (-9.03814, -7.42153, 14.60171)  0.07
C (-12.37898, -8.30563, 19.25127)  -0.17
S (-10.58442, -7.70521, 19.01164)  0.83
O (-10.02495, -7.28872, 20.35296)  -0.69
C (-9.85663, -9.31149, 18.36842)  -0.23
H (-12.44254, -8.74338, 20.24747)  0.06
H (-12.65400, -9.06327, 18.51749)  0.06
H (-12.84795, -7.32170, 19.25880)  0.05
H (-9.07136, -9.12382, 17.63614)  -0.02
H (-10.61488, -9.65187, 17.66323)  0.05
H (-9.60068, -10.04145, 19.13637)  0.07

Forces on the atoms, in the same order (eV/Å):
-2.183 2.415 -0.124
0.727 -2.903 -1.165
-1.217 0.324 0.983
0.856 0.277 -1.500
0.049 -0.028 0.619
0.526 1.045 0.998
0.519 0.019 0.204
0.292 -0.649 -0.300
-0.530 -0.044 -0.026
0.218 -0.005 -0.096
-0.159 -0.525 -0.299
-0.117 -0.202 0.360
1.891 0.701 1.024
-0.673 -1.252 -1.471
1.096 -0.117 0.372
-0.612 0.755 -0.279
0.069 0.039 0.028
-0.021 0.610 -0.234
-0.660 -0.492 -0.332
0.546 0.293 0.827
-0.479 -0.381 0.497
-0.136 0.122 -0.086

Formula: C6H6N4O3S
Source: the OMol25 dataset
Level of theory: wB97M-V/def2-TZVPD

Computed properties:
Molecular weight (g/mol): 214.21
DFT total energy (eV): -29251.628
Energy above the lowest of the compared OMol25 structures with the same formula, charge and spin (kcal/mol): 90.2
Total charge: 0

Each line ends with the Löwdin charge.
Atoms and positions in Å:
C (-0.63050, 1.19338, 2.80421)  -0.79
C (0.66663, 0.20253, -2.10546)  -0.03
C (0.64174, -1.83608, -1.10140)  -0.15
C (0.84199, 0.82457, -0.73498)  -0.12
C (-0.04304, -0.07351, 0.13582)  -0.51
C (-2.31591, -0.42599, 0.74487)  -0.04
N (-1.54614, 1.75862, 3.21057)  0.09
N (0.67327, -1.05669, -2.22882)  0.13
N (0.14739, -1.42873, 0.00585)  0.12
N (2.29377, 0.72277, -0.38474)  -0.38
O (2.86693, 1.75922, -0.19405)  0.12
O (2.77051, -0.38266, -0.38065)  0.10
O (-1.28992, 0.40758, 0.19371)  -0.10
S (0.68974, 0.36342, 2.27773)  0.85
H (0.52640, 0.83284, -2.97035)  0.13
H (0.89929, -2.87541, -1.22593)  0.13
H (0.53512, 1.87054, -0.67307)  0.17
H (-3.02076, -0.66566, -0.05460)  0.10
H (-2.81490, 0.14900, 1.52321)  0.08
H (-1.89162, -1.33973, 1.15807)  0.09

Forces on the atoms, in the same order (eV/Å):
-0.040 0.121 -0.096
0.375 -0.134 -0.011
-0.584 -0.032 1.219
-1.038 -0.091 -0.013
0.080 1.294 1.827
-0.466 -0.321 0.134
-0.663 0.397 0.195
-0.149 0.677 -1.476
0.024 -1.047 0.127
-0.295 0.282 -0.116
0.326 0.421 0.166
0.555 -0.380 0.208
0.545 0.076 -0.645
0.813 -0.970 -1.386
0.037 0.109 -0.190
0.157 -0.139 0.040
0.166 -0.282 0.037
0.126 -0.021 0.085
0.081 -0.038 -0.101
-0.050 0.081 -0.003

Formula: C14H44O15
Source: the OMol25 dataset
Level of theory: wB97M-V/def2-TZVPD

Computed properties:
Molecular weight (g/mol): 452.49
DFT total energy (eV): -45938.440
SMILES: OCCO.OCCO.OCCO.OCCO.OCCO.OCCO.OCCO.O
Energy above the lowest of the compared OMol25 structures with the same formula, charge and spin (kcal/mol): 56.2
Total charge: 0

Each line ends with the Löwdin charge.
Atoms and positions in Å:
O (-0.38156, 2.06280, 0.75214)  -0.07
C (-0.64862, 1.12476, -0.23420)  -0.24
C (-1.09868, -0.25633, 0.33159)  -0.15
O (0.08697, -1.05793, 0.60760)  -0.09
H (0.40297, 1.63764, 1.10620)  0.03
H (-1.53327, 1.51439, -0.73787)  0.11
H (0.09235, 1.02323, -1.02713)  0.11
H (-1.89083, -0.76277, -0.21988)  0.11
H (-1.59522, -0.07398, 1.28464)  0.12
H (0.48414, -0.84062, 1.45414)  0.06
O (-5.53055, -1.91865, -1.89265)  -0.06
C (-4.58329, -2.97358, -1.76316)  -0.25
C (-3.46850, -2.94064, -2.77055)  -0.27
O (-4.01589, -3.09936, -4.04111)  -0.06
H (-6.24328, -2.09439, -1.27400)  0.08
H (-4.15216, -2.94920, -0.76234)  0.12
H (-5.14203, -3.87248, -2.02370)  0.12
H (-2.81256, -3.80818, -2.69828)  0.11
H (-2.94830, -1.98435, -2.71571)  0.13
H (-4.45598, -3.94063, -4.18322)  0.09
O (3.80871, 1.88274, -0.82246)  -0.06
C (3.22839, 1.18551, -1.91138)  -0.23
C (3.25975, -0.33267, -1.62442)  -0.26
O (4.55709, -0.84792, -1.62641)  -0.06
H (4.69685, 2.12612, -1.09370)  0.09
H (2.19753, 1.53050, -1.99134)  0.10
H (3.73850, 1.35339, -2.85992)  0.12
H (2.79493, -0.99998, -2.35019)  0.11
H (2.79982, -0.45911, -0.64433)  0.11
H (4.72007, -1.24955, -0.76983)  0.09
O (1.76686, 1.04221, 1.99424)  -0.10
C (2.10228, 2.26900, 2.65482)  -0.18
C (1.70291, 2.25269, 4.17880)  -0.21
O (2.59406, 1.44324, 4.95123)  -0.06
H (2.32091, 0.33824, 2.33929)  0.08
H (3.17309, 2.46641, 2.60488)  0.12
H (1.69658, 3.11240, 2.09609)  0.12
H (0.67577, 1.91816, 4.32431)  0.11
H (1.60480, 3.27414, 4.54637)  0.11
H (2.18256, 0.57751, 5.00392)  0.04
O (-2.25952, 4.97635, -3.21973)  -0.06
C (-1.43520, 4.99621, -2.05824)  -0.25
C (-0.44735, 6.13766, -2.27227)  -0.19
O (-1.06909, 7.46935, -2.10439)  -0.08
H (-2.81711, 4.22042, -3.02159)  0.08
H (-2.01539, 4.91681, -1.13890)  0.12
H (-0.90314, 4.05198, -1.94239)  0.10
H (0.05556, 6.05890, -3.23610)  0.12
H (0.33085, 6.20203, -1.51176)  0.11
H (-1.46031, 7.68653, -2.95373)  0.07
O (0.61942, -5.30419, -2.94168)  -0.05
C (0.20148, -3.98796, -3.14710)  -0.27
C (0.44449, -3.05745, -1.98787)  -0.28
O (-0.17572, -3.49172, -0.82053)  -0.04
H (0.01092, -5.80754, -2.39581)  0.09
H (0.61007, -3.66980, -4.10623)  0.13
H (-0.85424, -3.99834, -3.41809)  0.09
H (0.13488, -2.08013, -2.35813)  0.12
H (1.53061, -3.00868, -1.91002)  0.11
H (-0.38419, -2.66047, -0.38791)  0.03
O (2.26297, -1.34598, 3.93444)  -0.08
C (1.26355, -1.94207, 4.73524)  -0.21
C (0.40753, -3.05851, 3.94751)  -0.16
O (1.15020, -4.15122, 3.27488)  -0.08
H (3.05252, -1.88277, 3.83408)  0.11
H (1.61936, -2.25841, 5.71577)  0.11
H (0.62256, -1.15715, 5.13666)  0.11
H (-0.18437, -2.55606, 3.18246)  0.10
H (-0.25945, -3.49180, 4.69281)  0.11
H (0.46057, -4.76218, 3.00518)  0.07
O (-2.19932, 3.44771, 2.59002)  -0.06
H (-1.72566, 3.10459, 1.83229)  -0.02
H (-2.77431, 2.73101, 2.85829)  0.02

Forces on the atoms, in the same order (eV/Å):
0.681 -0.294 -0.094
-3.144 -0.894 -1.275
1.535 1.198 1.326
-1.088 -0.500 -0.980
0.751 0.516 1.138
-0.204 0.029 -0.345
0.496 -0.117 0.312
0.732 -0.412 -0.709
-0.031 0.320 0.194
-0.215 0.300 0.116
0.574 0.530 -0.299
-0.422 -0.235 0.266
-0.758 -0.465 -0.236
-0.296 1.126 -2.009
0.004 0.007 -0.005
-0.089 -0.471 0.247
0.171 -0.616 0.718
0.427 0.336 1.241
0.232 -0.106 -0.291
0.122 -0.084 0.433
0.252 0.147 -0.274
-0.180 -1.239 0.001
-0.637 0.229 0.002
1.530 0.043 0.537
0.099 -0.006 0.215
-0.087 -0.107 -0.150
0.099 0.299 -0.003
-1.063 0.753 -0.228
-0.254 -0.147 0.033
0.223 0.066 -0.100
0.027 0.473 0.035
0.265 0.105 1.520
-0.297 0.053 -1.175
-0.382 0.702 -0.259
0.116 -0.140 0.216
0.235 -0.374 0.066
-0.654 -0.265 0.106
-0.159 -0.438 -0.408
0.871 0.133 0.174
0.292 -0.179 -0.083
-0.183 -0.503 0.623
0.911 -0.112 -0.384
-0.575 1.515 1.586
0.449 -1.339 -0.626
-0.547 -0.002 -0.682
-0.243 1.312 0.204
0.723 -0.224 -0.603
-0.280 -0.130 -0.135
-0.009 -0.619 0.068
-0.236 0.081 -0.019
0.831 -0.818 0.011
-1.529 -0.353 -0.630
1.190 -0.279 -1.847
-0.521 0.134 -0.151
-0.112 0.346 0.128
0.777 0.364 0.332
-0.466 0.066 0.353
-0.324 0.361 0.366
0.280 0.073 0.564
0.086 -0.074 0.909
-0.177 0.608 -0.128
-0.423 -1.678 -0.560
0.930 0.300 0.387
-0.237 1.799 1.345
-0.154 -0.398 0.227
0.732 -0.937 -0.271
-0.636 0.261 -0.970
-0.027 0.156 0.006
-0.138 -0.013 0.028
0.049 -0.131 -0.155
-0.208 0.324 0.318
0.440 -0.253 -0.347
-0.148 -0.113 0.087

Formula: C8H18I2LuNOP2S
Source: the OMol25 dataset
Level of theory: wB97M-V/def2-TZVPD

Computed properties:
Molecular weight (g/mol): 667.03
DFT total energy (eV): -91344.642
Energy above the lowest of the compared OMol25 structures with the same formula, charge and spin (kcal/mol): 0.0
Total charge: +2

Each line ends with the Löwdin charge.
Atoms and positions in Å:
I (-0.00253, -0.75466, -4.93797)  0.40
I (0.00647, 2.01301, -2.10382)  0.60
Lu (0.01664, 0.95782, 0.33527)  0.76
P (-2.46372, 0.01710, 0.09275)  0.64
C (-3.17596, 0.08912, -1.60066)  -0.28
C (-3.22527, -1.39030, 0.93211)  -0.25
H (-4.32146, -1.30099, 0.94223)  0.08
H (-4.31807, 1.26661, 1.09822)  0.07
H (-2.76622, -1.52134, 1.92888)  0.03
H (-2.69753, 1.57176, 1.90010)  0.04
H (-2.89620, -0.83259, -2.13890)  0.04
H (-3.00224, -2.27672, 0.33204)  0.06
C (-3.24205, 1.44661, 0.95033)  -0.25
H (-4.27301, 0.12539, -1.60670)  0.07
H (-3.10668, 2.37718, 0.38449)  0.05
H (-2.82965, 0.98912, -2.14564)  0.00
P (2.47136, 0.00141, 0.09880)  0.63
C (3.18008, 0.07427, -1.59069)  -0.28
C (3.24611, 1.42451, 0.96375)  -0.25
H (2.74731, -1.53838, 1.93586)  0.03
H (4.30616, -1.32374, 0.95442)  0.08
H (2.98281, -2.29282, 0.33608)  0.06
C (3.21068, -1.41062, 0.94060)  -0.25
H (2.69969, 1.55069, 1.91190)  0.04
H (4.31985, 1.23982, 1.11449)  0.07
H (4.27676, 0.10356, -1.58604)  0.07
H (2.83750, 0.97866, -2.13180)  0.00
H (3.11928, 2.35508, 0.39728)  0.05
H (2.89732, -0.84786, -2.12660)  0.05
C (0.00083, -1.35246, -1.41376)  -0.17
O (0.00183, -2.48000, -1.65564)  0.09
S (0.00033, -1.21466, 2.26792)  0.69
C (-0.01115, 0.37065, 2.64594)  -0.93
N (0.01071, 1.58481, 2.57472)  -0.02

Forces on the atoms, in the same order (eV/Å):
0.001 0.357 0.277
-0.009 1.280 -2.943
-0.124 -1.631 2.369
-1.643 0.780 -0.338
-0.121 -0.197 -0.231
0.259 -0.546 -0.208
0.383 0.177 0.243
0.419 0.133 0.096
-0.538 0.100 -0.447
-0.584 0.007 -0.033
0.026 0.433 0.013
0.074 -0.122 0.170
0.385 0.059 0.032
0.199 -0.034 0.279
-0.099 -0.153 -0.007
-0.071 -0.610 0.310
1.550 0.744 -0.301
0.167 -0.204 -0.219
-0.355 0.074 0.025
0.539 0.099 -0.456
-0.346 0.135 0.251
-0.058 -0.132 0.183
-0.217 -0.560 -0.211
0.574 0.005 -0.027
-0.378 0.137 0.111
-0.180 -0.022 0.220
0.091 -0.640 0.302
0.091 -0.123 -0.010
-0.019 0.449 -0.009
0.013 -3.694 -0.280
-0.008 3.733 0.669
-0.059 0.382 0.175
0.165 2.683 0.303
-0.126 -3.098 -0.308